Record 1
{"formula": "C43H38Cl3F3N2O3S2SbSeSiTi", "method": "wB97M-V/def2-TZVPD", "max_force_ev_per_a": 0.43, "relative_energy_kcal_mol": 12.5, "homo_lumo_gap_ha": [0.1736, 0.2206], "multiplicity": 2, "energy_ev": -224605.9950, "total_charge": -2, "symbols": ["Ti", "Cl", "C", "C", "C", "C", "O", "C", "C", "N", "C", "C", "C", "C", "C", "C", "C", "C", "N", "C", "C", "H", "H", "H", "H", "H", "H", "H", "H", "H", "H", "C", "C", "S", "C", "C", "S", "H", "H", "H", "H", "H", "H", "F", "C", "C", "C", "C", "C", "C", "Sb", "C", "C", "C", "C", "F", "C", "C", "C", "C", "C", "C", "F", "C", "C", "H", "H", "H", "H", "H", "H", "H", "H", "H", "H", "H", "H", "C", "Si", "C", "C", "Se", "H", "H", "H", "H", "H", "H", "H", "H", "H", "Cl", "C", "Cl", "C", "O", "O", "H"], "positions_angstrom": [[-1.250, 1.139, -0.369], [-1.418, 4.060, 6.429], [-1.148, 3.231, 4.899], [-0.132, 2.288, 4.814], [0.065, 1.646, 3.597], [-0.722, 1.929, 2.484], [-0.485, 1.320, 1.340], [-1.775, 2.879, 2.584], [-2.652, 3.161, 1.519], [-2.687, 2.547, 0.310], [-3.749, 2.845, -0.511], [-4.588, 3.950, -0.422], [-5.686, 4.093, -1.286], [-5.988, 3.157, -2.240], [-5.142, 2.029, -2.384], [-5.352, 1.011, -3.335], [-4.461, -0.020, -3.426], [-3.334, -0.031, -2.591], [-3.127, 0.889, -1.675], [-4.021, 1.898, -1.542], [-1.956, 3.528, 3.828], [0.490, 2.068, 5.671], [0.863, 0.920, 3.487], [-3.447, 3.860, 1.749], [-4.390, 4.735, 0.294], [-6.306, 4.977, -1.186], [-6.842, 3.270, -2.897], [-6.213, 1.069, -3.993], [-4.581, -0.812, -4.154], [-2.564, -0.780, -2.699], [-2.748, 4.258, 3.937], [-3.723, -2.946, 0.572], [-2.669, -1.958, 0.136], [-2.787, -0.382, 0.874], [-1.690, -2.243, -0.739], [-1.473, -3.573, -1.403], [-0.518, -1.009, -1.174], [-4.074, -2.694, 1.574], [-3.347, -3.970, 0.596], [-4.593, -2.914, -0.092], [-2.141, -4.344, -1.018], [-0.442, -3.909, -1.254], [-1.628, -3.502, -2.485], [6.309, -1.717, 5.699], [5.359, -1.593, 4.732], [5.477, -0.570, 3.814], [4.500, -0.456, 2.831], [3.431, -1.349, 2.749], [3.352, -2.357, 3.709], [4.312, -2.489, 4.708], [1.993, -1.016, 1.139], [3.140, -2.216, -0.238], [4.118, -3.126, 0.160], [4.868, -3.837, -0.771], [4.628, -3.613, -2.110], [5.364, -4.300, -3.026], [3.678, -2.717, -2.552], [2.936, -2.022, -1.605], [0.685, -2.583, 1.806], [-0.404, -2.207, 2.591], [-1.319, -3.144, 3.052], [-1.131, -4.464, 2.704], [-2.023, -5.394, 3.142], [-0.078, -4.882, 1.917], [0.829, -3.927, 1.471], [6.309, 0.119, 3.877], [4.581, 0.357, 2.115], [2.527, -3.061, 3.683], [4.255, -3.270, 5.456], [4.313, -3.284, 1.215], [5.629, -4.546, -0.470], [3.526, -2.562, -3.612], [2.182, -1.324, -1.946], [-0.582, -1.161, 2.817], [-2.182, -2.851, 3.635], [0.015, -5.927, 1.652], [1.651, -4.244, 0.838], [1.821, 0.855, -4.040], [0.841, 2.464, -4.097], [1.994, 3.840, -3.472], [0.552, 2.870, -5.926], [-1.143, 2.338, -3.112], [2.787, 0.939, -4.551], [1.246, 0.045, -4.496], [2.000, 0.598, -2.996], [2.546, 4.279, -4.309], [2.732, 3.446, -2.770], [1.427, 4.631, -2.977], [1.499, 2.905, -6.477], [0.058, 3.839, -6.025], [-0.093, 2.117, -6.384], [2.726, 2.997, 1.636], [2.538, 2.920, -0.134], [3.758, 1.823, -0.821], [1.080, 2.520, -0.451], [0.226, 3.377, -0.238], [0.855, 1.341, -0.846], [2.735, 3.914, -0.519]], "forces_ev_per_angstrom": [[-0.177, 0.003, -0.394], [0.004, 0.000, -0.006], [0.000, -0.011, 0.027], [-0.009, 0.023, -0.013], [0.039, -0.001, 0.021], [-0.005, -0.053, -0.002], [-0.044, 0.020, 0.054], [0.019, 0.026, 0.037], [-0.009, -0.004, -0.058], [0.025, -0.016, -0.012], [0.070, 0.067, 0.031], [-0.017, -0.018, 0.025], [-0.023, -0.044, -0.059], [0.024, 0.044, 0.052], [-0.017, 0.007, 0.085], [-0.001, -0.018, -0.011], [-0.018, -0.003, -0.018], [0.056, 0.011, 0.036], [0.032, -0.073, 0.048], [-0.001, -0.022, -0.100], [-0.001, -0.009, -0.023], [-0.001, -0.001, 0.001], [-0.003, 0.008, -0.010], [-0.009, 0.001, 0.002], [0.007, -0.001, -0.002], [-0.011, -0.008, -0.011], [-0.002, 0.009, 0.008], [-0.002, 0.002, -0.001], [-0.006, 0.003, -0.006], [-0.005, -0.004, 0.005], [-0.003, -0.001, -0.013], [-0.004, -0.012, 0.004], [-0.026, -0.017, 0.005], [-0.027, -0.041, 0.061], [0.027, 0.010, 0.040], [0.000, -0.024, -0.043], [0.022, -0.029, 0.016], [0.008, -0.003, -0.001], [-0.007, 0.006, -0.006], [0.002, 0.017, 0.001], [0.006, 0.001, 0.005], [-0.005, 0.012, 0.004], [-0.001, 0.003, 0.003], [-0.004, -0.008, 0.014], [-0.003, 0.013, -0.021], [-0.010, -0.009, 0.010], [0.036, 0.020, -0.005], [0.016, -0.043, 0.044], [0.009, -0.004, 0.001], [-0.003, 0.001, -0.006], [-0.077, 0.074, 0.054], [0.044, -0.031, -0.032], [0.017, -0.015, -0.022], [-0.019, 0.021, 0.025], [-0.004, -0.004, -0.005], [0.001, -0.005, -0.012], [0.000, 0.003, -0.005], [0.021, -0.029, -0.021], [-0.005, -0.048, -0.002], [-0.010, 0.039, 0.014], [0.010, -0.029, -0.002], [0.011, 0.019, 0.026], [-0.008, -0.004, -0.009], [0.010, 0.011, -0.020], [-0.006, 0.000, 0.002], [-0.001, 0.002, 0.000], [-0.016, -0.007, -0.004], [-0.002, 0.009, -0.003], [-0.003, -0.001, -0.002], [-0.005, -0.004, -0.003], [0.000, 0.000, -0.001], [-0.001, -0.004, 0.002], [-0.018, 0.016, 0.017], [0.009, -0.012, -0.008], [0.006, 0.005, 0.000], [0.004, 0.004, 0.001], [0.003, 0.008, 0.011], [-0.029, 0.027, -0.021], [0.040, 0.019, -0.056], [-0.002, -0.020, 0.017], [-0.006, -0.009, 0.010], [-0.013, 0.044, 0.089], [-0.013, 0.025, -0.004], [0.000, 0.009, 0.013], [0.011, -0.020, 0.034], [0.004, -0.010, 0.001], [-0.008, 0.015, -0.022], [-0.018, -0.017, -0.004], [-0.004, -0.005, 0.006], [-0.002, -0.007, 0.001], [0.006, 0.006, -0.001], [0.005, 0.000, 0.023], [-0.016, -0.068, -0.055], [0.012, -0.020, 0.012], [-0.047, 0.088, 0.041], [0.132, 0.090, 0.031], [0.044, -0.005, 0.061], [-0.005, 0.006, 0.002]]}

---

Record 2
{"formula": "C24H52N4O10S3", "method": "wB97M-V/def2-TZVPD", "max_force_ev_per_a": 6.68, "homo_lumo_gap_ha": 0.3225, "energy_ev": -84668.1269, "smiles": "O=S1(=O)CCCC1.O=S1(=O)CCCC1.O=S1(=O)CCCC1.CNC(C)=O.CNC(C)=O.CNC(C)=O.CNC(C)=O", "symbols": ["C", "C", "O", "N", "C", "H", "H", "H", "H", "H", "H", "H", "C", "C", "O", "N", "C", "H", "H", "H", "H", "H", "H", "H", "C", "C", "O", "N", "C", "H", "H", "H", "H", "H", "H", "H", "C", "C", "O", "N", "C", "H", "H", "H", "H", "H", "H", "H", "C", "C", "C", "S", "O", "O", "C", "H", "H", "H", "H", "H", "H", "H", "H", "C", "C", "C", "S", "O", "O", "C", "H", "H", "H", "H", "H", "H", "H", "H", "C", "C", "C", "S", "O", "O", "C", "H", "H", "H", "H", "H", "H", "H", "H"], "positions_angstrom": [[-6.574, -22.525, 15.023], [-6.814, -21.092, 14.459], [-5.849, -20.364, 14.095], [-8.014, -20.695, 14.334], [-8.436, -19.451, 13.711], [-7.248, -23.322, 14.710], [-6.432, -22.460, 16.102], [-5.695, -22.868, 14.477], [-8.657, -21.474, 14.356], [-8.825, -18.668, 14.363], [-9.230, -19.808, 13.055], [-7.904, -18.909, 12.929], [-15.247, -20.964, 7.155], [-15.397, -19.758, 8.102], [-16.408, -19.173, 7.990], [-14.399, -19.472, 8.943], [-14.426, -18.512, 10.085], [-14.550, -21.718, 7.523], [-14.952, -20.606, 6.169], [-16.276, -21.289, 7.004], [-13.503, -19.865, 8.694], [-13.948, -17.551, 9.893], [-14.068, -19.018, 10.982], [-15.462, -18.367, 10.391], [-5.501, -16.165, 10.667], [-5.554, -17.560, 11.211], [-4.932, -17.877, 12.217], [-6.302, -18.446, 10.483], [-6.257, -19.892, 10.626], [-4.569, -15.784, 10.250], [-5.541, -15.429, 11.470], [-6.489, -16.003, 10.235], [-6.545, -18.073, 9.577], [-6.915, -20.398, 9.919], [-6.668, -20.220, 11.581], [-5.265, -20.341, 10.576], [-4.977, -18.952, 6.391], [-5.882, -17.815, 6.722], [-5.991, -17.323, 7.835], [-6.585, -17.335, 5.650], [-7.338, -16.145, 5.693], [-5.227, -19.566, 5.526], [-4.908, -19.563, 7.291], [-4.004, -18.467, 6.313], [-6.366, -17.826, 4.795], [-8.365, -16.235, 5.336], [-7.088, -15.451, 4.891], [-7.352, -15.578, 6.623], [-9.255, -16.740, 9.576], [-10.478, -16.594, 10.346], [-10.914, -18.006, 10.799], [-10.414, -19.300, 9.530], [-11.519, -19.703, 8.734], [-9.653, -20.328, 10.177], [-9.484, -17.907, 8.667], [-8.334, -17.089, 10.043], [-8.948, -15.940, 8.903], [-11.320, -16.202, 9.776], [-10.230, -15.881, 11.133], [-11.902, -18.147, 11.238], [-10.155, -18.115, 11.573], [-10.151, -17.552, 7.880], [-8.716, -18.458, 8.124], [-11.378, -23.906, 6.783], [-10.859, -22.442, 6.588], [-9.349, -22.296, 6.941], [-8.589, -23.958, 7.176], [-8.487, -24.276, 8.658], [-7.504, -24.163, 6.263], [-10.182, -24.797, 6.499], [-12.133, -24.243, 6.073], [-11.778, -24.143, 7.768], [-11.361, -21.584, 7.032], [-10.909, -22.346, 5.503], [-8.895, -21.689, 7.725], [-8.915, -21.906, 6.020], [-10.099, -25.754, 7.014], [-10.118, -25.018, 5.434], [-8.695, -12.732, 10.075], [-8.313, -12.778, 11.558], [-7.892, -11.280, 12.005], [-8.410, -10.180, 10.602], [-7.189, -9.772, 9.940], [-9.246, -9.129, 11.168], [-9.392, -11.341, 9.728], [-9.238, -13.611, 9.727], [-7.842, -12.796, 9.400], [-7.577, -13.554, 11.768], [-9.206, -13.102, 12.090], [-6.955, -10.953, 12.454], [-8.699, -11.017, 12.690], [-9.644, -11.181, 8.680], [-10.346, -11.526, 10.222]], "forces_ev_per_angstrom": [[0.495, 0.649, -1.215], [6.646, -0.126, -0.633], [-1.679, -1.762, 1.225], [-3.753, 0.994, -0.303], [-1.773, -0.139, -1.304], [-0.894, 0.429, 0.424], [0.079, -0.286, -0.164], [0.559, 0.309, 0.642], [-0.563, 0.597, 0.052], [0.068, -0.414, 0.482], [-0.821, 0.298, 0.269], [1.574, -0.645, 0.553], [0.345, 0.579, 0.245], [1.700, -2.170, -1.249], [-3.577, 2.617, 0.487], [1.383, 0.578, 1.365], [-1.065, -1.269, -0.577], [-0.202, -0.191, -0.179], [0.351, 0.056, 0.040], [0.248, -0.487, 0.274], [-0.042, -0.004, 0.414], [0.055, -0.149, -0.037], [0.768, 0.070, -0.181], [-0.166, 0.378, -0.610], [-1.181, 1.193, 1.230], [1.710, -0.937, 1.156], [-0.507, 0.036, -0.607], [-0.306, 0.343, -0.340], [-0.346, -0.490, 0.697], [-0.318, -0.832, -1.140], [-0.125, -0.444, 0.901], [0.606, 0.457, -1.328], [0.211, -0.333, -0.132], [0.105, 0.413, -0.404], [0.210, 0.310, 0.236], [0.196, 0.332, -0.150], [0.514, -0.068, 1.055], [-1.198, 0.507, -0.580], [0.074, -0.092, -0.155], [1.122, -1.266, 0.760], [-1.532, 1.861, -1.508], [0.028, 0.278, 0.009], [-0.028, -0.207, -0.142], [0.252, -0.299, -0.397], [-0.397, 0.550, -0.132], [-0.560, -0.901, 0.710], [1.139, 0.261, 0.117], [0.419, -0.615, 0.076], [2.805, -1.891, -2.212], [-2.149, 0.211, 0.470], [1.439, -0.177, 1.117], [0.356, 4.084, 1.955], [-1.142, -0.497, -1.233], [0.642, 0.091, -0.192], [-1.001, -2.295, -2.077], [-0.220, 0.774, 1.346], [-0.254, 0.430, 0.318], [0.279, 0.511, -0.382], [-0.698, -0.329, 0.599], [0.091, 0.087, -0.367], [-0.219, -1.056, 0.425], [-0.522, -0.507, -0.084], [0.782, 0.599, 0.310], [0.632, -0.265, 1.005], [0.424, -0.318, -0.005], [1.061, -0.489, -0.806], [-3.215, -0.524, 2.206], [-0.109, 0.903, -3.999], [0.685, -0.083, 0.086], [1.655, -0.433, 0.711], [-0.205, 0.689, -0.083], [0.115, 0.384, 0.160], [-0.581, -0.525, 0.146], [0.026, 0.470, -0.011], [-1.034, 0.126, 0.502], [0.501, -0.221, 0.058], [-0.584, -0.008, 0.119], [0.609, 0.333, -0.033], [0.984, 0.722, -1.774], [0.549, 1.003, -0.121], [-2.787, -0.971, -0.745], [1.196, 1.658, 2.221], [-0.750, -0.563, -0.623], [0.258, -0.837, -0.719], [-0.628, -3.136, 0.632], [-0.729, 0.213, 0.384], [0.641, 0.127, 0.369], [0.263, 0.258, -0.160], [0.001, 0.384, 0.346], [0.170, -0.525, -0.599], [0.326, 0.193, 0.404], [0.724, 0.311, 0.064], [-0.213, 1.122, 0.322]]}

---

Record 3
{"formula": "C6H15NO2S2", "method": "wB97M-V/def2-TZVPD", "max_force_ev_per_a": 3.85, "relative_energy_kcal_mol": 16.0, "homo_lumo_gap_ha": 0.3105, "energy_ev": -33716.7286, "symbols": ["C", "S", "O", "C", "H", "H", "H", "H", "H", "H", "C", "S", "O", "C", "H", "H", "H", "H", "H", "H", "C", "C", "N", "H", "H", "H"], "positions_angstrom": [[1.902, -3.555, 2.824], [2.243, -1.805, 2.488], [1.716, -1.491, 1.093], [1.147, -0.983, 3.673], [2.584, -4.257, 2.345], [0.920, -3.748, 2.391], [1.687, -3.734, 3.877], [1.622, -0.008, 3.788], [1.248, -1.527, 4.612], [0.092, -0.959, 3.401], [-1.007, 2.970, -2.629], [-2.634, 2.522, -3.332], [-2.643, 2.980, -4.792], [-2.366, 0.669, -3.262], [-0.912, 4.036, -2.422], [-0.184, 2.771, -3.315], [-0.959, 2.435, -1.681], [-2.360, 0.548, -2.178], [-1.390, 0.398, -3.664], [-3.204, 0.091, -3.650], [0.514, 0.333, 0.523], [0.270, 0.511, -0.901], [0.118, 0.688, -2.044], [1.576, 0.405, 0.757], [0.015, -0.454, 1.088], [0.002, 1.164, 1.009]], "forces_ev_per_angstrom": [[-1.652, 0.073, -0.048], [0.241, -0.200, -1.392], [1.849, -2.625, 2.119], [0.388, -0.591, 0.271], [0.324, 0.440, 0.303], [-0.101, 0.091, -0.428], [0.826, -0.005, 0.162], [-0.483, 0.124, 0.004], [0.040, 0.117, 0.100], [0.177, 0.089, -0.243], [-0.437, 0.652, 0.032], [0.478, -0.052, -2.115], [0.015, -0.607, 1.830], [-0.127, 1.112, 0.467], [-0.761, 0.176, -0.102], [-0.258, -0.581, 0.108], [0.192, 0.343, -0.370], [0.126, -0.380, 0.006], [-0.430, 0.033, -0.136], [-0.001, 0.470, -0.316], [-1.429, 2.483, 0.594], [-0.011, -0.606, -1.736], [1.231, -1.227, 2.592], [-0.541, 0.107, -0.320], [0.217, -0.342, -1.238], [0.123, 0.904, -0.144]]}

---

Record 4
{"formula": "C5H8FNO", "method": "wB97M-V/def2-TZVPD", "max_force_ev_per_a": 7.61, "relative_energy_kcal_mol": 180.0, "homo_lumo_gap_ha": 0.3399, "energy_ev": -11562.6131, "symbols": ["C", "C", "C", "C", "C", "H", "H", "H", "H", "H", "H", "H", "H", "N", "O", "F"], "positions_angstrom": [[0.230, -0.590, 0.371], [1.253, -1.236, -0.527], [0.346, -0.249, -1.126], [-0.938, 1.229, -0.254], [-1.264, -0.230, 0.483], [0.885, -0.164, 2.404], [1.804, 0.727, 0.837], [1.119, -2.157, -1.064], [2.312, -1.044, -0.191], [-0.551, -0.555, -1.737], [-1.527, 1.455, -1.246], [-0.878, 2.097, 0.369], [-1.670, -0.049, 1.515], [0.773, 0.353, 1.207], [0.451, 1.222, -0.865], [-2.347, -0.807, -0.177]], "forces_ev_per_angstrom": [[-1.566, -3.598, -1.432], [0.810, -1.209, -0.462], [1.261, 3.195, 0.854], [-0.323, 1.362, -2.559], [-0.698, 2.994, 0.429], [-0.109, 1.884, -4.912], [-3.651, -1.431, 1.695], [0.111, -0.659, 0.281], [-1.390, -0.152, -0.558], [1.375, 0.251, 0.534], [0.129, -0.742, 2.317], [-0.679, 0.339, 0.564], [0.809, -0.278, -0.751], [4.861, 1.061, 5.755], [-2.203, -2.446, -1.555], [1.263, -0.570, -0.201]]}

---

Record 5
{"formula": "C6H10O", "method": "wB97M-V/def2-TZVPD", "max_force_ev_per_a": 1.10, "relative_energy_kcal_mol": 108.2, "homo_lumo_gap_ha": [0.2886, 0.2840], "energy_ev": -8426.5494, "symbols": ["C", "C", "O", "C", "C", "C", "C", "H", "H", "H", "H", "H", "H", "H", "H", "H", "H"], "positions_angstrom": [[-1.546, -0.191, -0.052], [-0.708, -1.409, 0.246], [0.163, -1.831, -0.568], [1.657, -0.469, -0.385], [1.080, 0.212, 0.809], [0.447, 1.343, 0.216], [-0.704, 0.996, -0.662], [-2.072, 0.121, 0.859], [-2.306, -0.429, -0.805], [0.254, -0.539, 1.260], [-1.012, -2.043, 1.091], [2.658, -0.902, -0.303], [1.404, -0.137, -1.378], [1.827, 0.432, 1.576], [0.586, 2.355, 0.589], [-0.376, 0.631, -1.643], [-1.349, 1.860, -0.849]], "forces_ev_per_angstrom": [[0.012, 0.297, -0.049], [-0.024, -0.509, -0.749], [-0.680, -0.006, 0.380], [0.656, -0.128, 0.125], [0.333, -0.670, 0.077], [-0.700, 0.844, 0.113], [-0.205, -0.115, -0.070], [0.091, -0.037, -0.116], [0.072, -0.084, 0.115], [0.727, 0.626, -0.030], [0.042, 0.089, -0.009], [-0.251, -0.007, 0.023], [0.030, 0.002, 0.171], [-0.166, -0.075, -0.054], [-0.009, -0.177, -0.083], [-0.012, 0.106, 0.099], [0.083, -0.155, 0.056]]}